Record 1
The following is a DFT calculation (the ωB97M-V functional and the def2-TZVPD basis) of a molecular structure, C50H37CdClN11O4PS3.

XYZ file:
```
108
Properties=species:S:1:pos:R:3:mulliken_charge:R:1
Cd -21.2656 -7.2122 -0.2356 4.19
C -23.0283 -4.2417 2.8725 -1.00
C -22.8994 -4.7700 1.6142 -0.85
N -22.8281 -6.1030 1.4761 1.64
C -23.0269 -6.8307 2.5532 -0.23
C -23.1866 -6.3176 3.7901 -0.73
N -23.2250 -4.9962 3.9550 -0.56
C -23.0577 -8.3091 2.2561 -0.66
C -23.5300 -9.2154 3.1389 -0.87
C -23.5474 -10.5917 2.7657 0.39
C -23.2576 -10.9469 1.4751 -0.61
C -22.7810 -9.9634 0.6579 0.12
N -22.7242 -8.6962 1.0328 1.39
C -22.2993 -10.2493 -0.7801 -1.08
C -21.9002 -11.5584 -1.1421 -0.58
N -21.4443 -11.8750 -2.3738 -0.60
C -21.4697 -10.8857 -3.2257 -0.54
C -21.9626 -9.5923 -2.8813 -0.29
N -22.3169 -9.2413 -1.6511 0.24
C -24.0117 -11.5689 3.7542 0.24
C -24.9904 -11.2362 4.6758 -0.53
C -25.3960 -12.2453 5.4993 -0.40
N -24.8671 -13.4394 5.6075 -0.61
C -23.8889 -13.7052 4.7409 -0.32
C -23.4213 -12.8124 3.8037 -0.67
H -22.9714 -3.1775 3.1008 0.64
H -22.7861 -4.1272 0.7293 0.22
H -23.4200 -6.9007 4.6259 0.69
H -23.7461 -8.8704 4.1413 0.69
H -23.4347 -11.8922 1.0786 1.03
H -21.8827 -12.4062 -0.4464 0.38
H -21.1863 -11.1224 -4.2601 0.47
H -21.9877 -8.8363 -3.5779 0.57
H -25.4701 -10.2622 4.7082 0.42
H -26.2013 -12.0328 6.2001 0.37
H -23.3399 -14.7040 4.8432 0.29
H -22.6157 -13.0151 3.1501 0.54
C -16.9032 -9.0096 1.8176 -0.91
N -16.8742 -8.2487 0.5550 0.64
C -15.7088 -7.6965 0.0071 -0.63
C -16.0081 -7.2507 -1.1961 -0.43
N -17.3338 -7.5752 -1.4686 1.04
C -17.8755 -8.1900 -0.3685 -0.54
S -19.3605 -9.0470 -0.3608 -0.31
C -17.9055 -7.6463 -2.7962 -0.20
C -18.3776 -6.5310 -3.4486 -0.43
C -19.0060 -6.7967 -4.6404 -0.21
C -19.0862 -8.1140 -5.1333 -0.51
C -18.4545 -9.1201 -4.4261 -0.47
N -17.8275 -8.9124 -3.3062 -0.40
H -16.5921 -8.4542 2.6769 0.27
H -16.2400 -9.8643 1.7035 0.35
H -17.9065 -9.3957 1.8100 0.24
H -14.8045 -7.6186 0.6746 0.43
H -15.3447 -6.7987 -1.9378 0.45
H -18.3378 -5.6106 -2.9318 0.43
H -19.6465 -6.0875 -5.1757 0.41
H -19.7333 -8.3766 -5.9451 0.46
H -18.4690 -10.1891 -4.8151 0.37
O -23.6006 -3.0053 -4.2586 -0.58
C -24.5972 -3.3620 -3.5343 0.34
O -25.6145 -2.7332 -3.5285 -0.62
C -24.5112 -4.5027 -2.5579 -0.34
C -25.4867 -4.8218 -1.6442 0.24
Cl -27.0418 -4.2138 -1.3567 -0.13
N -25.0311 -5.8219 -0.8404 0.36
N -23.7913 -6.2275 -1.2368 0.02
C -23.4812 -5.4419 -2.2397 0.08
C -22.1055 -5.5135 -2.7864 0.22
O -21.8480 -4.7456 -3.7677 -0.95
O -21.3087 -6.2929 -2.2323 -1.30
C -25.7051 -6.4452 0.2922 -0.12
C -26.1934 -5.6249 1.2849 0.35
C -27.1020 -6.2120 2.1985 -1.10
C -27.4617 -7.5559 2.0302 -0.67
C -26.8795 -8.3872 1.0443 -0.85
C -26.0232 -7.8109 0.1187 -0.27
H -22.8694 -3.7391 -4.2303 0.47
H -25.7715 -4.5990 1.4492 0.47
H -27.5207 -5.6707 3.0127 0.48
H -28.0378 -8.0198 2.8092 0.42
H -27.2112 -9.4361 0.9977 0.43
H -25.6519 -8.3100 -0.7468 0.55
S -19.6356 -7.1827 2.9128 -0.27
P -19.0371 -5.4959 2.0152 -0.03
S -19.5818 -5.2364 0.0848 -0.72
C -19.7059 -4.0404 2.9874 0.67
C -20.0274 -4.0675 4.3052 -0.62
C -20.5654 -2.9385 4.9515 -0.36
C -20.7601 -1.7677 4.2732 -0.71
C -20.3478 -1.7240 2.9351 -0.30
C -19.7637 -2.8067 2.2836 -0.68
C -17.2190 -5.1948 2.1470 0.85
C -16.5201 -5.7712 3.2081 -0.80
C -15.1511 -5.6795 3.3452 -0.64
C -14.4604 -4.9658 2.3988 -0.45
C -15.1390 -4.3450 1.3673 -0.51
C -16.5062 -4.4236 1.2475 -0.45
H -19.7881 -4.9354 4.8094 0.64
H -20.8297 -3.0240 6.0233 0.33
H -21.2552 -0.9141 4.7197 0.40
H -20.5072 -0.8354 2.2680 0.30
H -19.5752 -2.6357 1.2416 0.44
H -17.0449 -6.3844 3.9430 0.39
H -14.6269 -6.1451 4.1169 0.52
H -13.3231 -4.9493 2.3687 0.26
H -14.6308 -3.7970 0.6173 0.47
H -16.8989 -4.0158 0.3078 0.32
```

**Charge**: 0
**DFT total energy**: -135916.1525 eV
**Spin multiplicity**: 1
**HOMO**: -8.027 eV
**LUMO level**: -1.000 eV
**Relative energy (zero: lowest compared OMol25 entry of this formula, charge and spin)**: 1.983 eV

=====

Record 2
The following is a DFT calculation (the ωB97M-V functional and the def2-TZVPD basis) of a molecular structure, C50H39GeN3O3PS3Zn.

XYZ file:
```
101
Properties=species:S:1:pos:R:3:lowdin_spin:R:1
Zn 2.2375 -0.9929 0.3643 0.00
S 1.2042 -1.5334 2.4934 0.01
C 2.4557 -0.6667 3.2716 0.00
C 2.1514 -0.2706 4.5644 0.00
C 3.0114 0.3786 5.4014 0.00
C 2.5225 0.8596 6.6387 0.00
N 2.1351 1.3407 7.6276 0.00
C 4.3329 0.6658 4.9357 0.00
C 4.6827 0.4184 3.5608 0.00
C 3.7952 -0.3184 2.7894 0.00
S 4.3935 -0.7208 1.2212 0.00
C 5.1967 1.5597 5.6526 0.00
N 5.8976 2.3540 6.2111 0.00
H 1.0752 -0.4163 4.8611 0.00
H 5.6320 0.6936 3.1150 0.00
O -1.2057 1.6061 0.4170 0.01
S -0.2945 0.8985 -0.5047 0.01
O -0.6850 -0.4504 -1.0134 0.01
O 1.0867 0.7309 0.0771 0.00
C -0.0852 2.1583 -1.7980 0.00
C -1.2159 2.9128 -2.1247 0.00
C -1.1394 4.0328 -2.9199 0.00
C 0.0950 4.2129 -3.5907 0.00
C 1.2128 3.4836 -3.2876 0.00
C 1.1785 2.4129 -2.3622 0.00
P 2.7682 1.7336 -1.8963 0.00
C 3.7759 1.5932 -3.3818 0.00
C 3.1680 1.3944 -4.6224 0.00
C 3.9272 1.5579 -5.7792 0.00
C 5.2509 1.7058 -5.7348 0.00
C 5.9662 1.6798 -4.5189 0.00
C 5.2089 1.4963 -3.3941 0.00
C 3.7177 3.0320 -1.0862 0.00
C 3.6690 3.1448 0.3164 0.00
C 4.1933 4.2743 0.9696 0.00
C 4.8214 5.3239 0.2632 0.00
C 4.8784 5.1887 -1.1017 0.00
C 4.3090 4.0767 -1.7832 0.00
H -2.1509 2.6632 -1.6576 0.00
H -1.9501 4.6728 -3.1653 0.00
H 0.2469 5.0340 -4.3079 0.00
H 2.1824 3.6585 -3.7702 0.00
H 2.1071 1.1901 -4.7584 0.00
H 3.4101 1.4242 -6.7327 0.00
H 5.8753 1.9142 -6.5989 0.00
H 7.0681 1.7993 -4.4817 0.00
H 5.7470 1.4855 -2.4279 0.00
H 3.2089 2.3684 0.9069 0.00
H 4.1569 4.3868 2.0711 0.00
H 5.2593 6.1285 0.8831 0.00
H 5.3952 5.9153 -1.7751 0.00
H 4.4841 4.1118 -2.8824 0.00
C -6.6298 2.1236 2.6313 0.00
C -6.8989 0.9285 3.2228 0.00
C -6.0361 -0.1848 3.0672 0.02
C -4.8353 0.0118 2.3336 0.10
C -4.4765 1.3116 1.9789 0.01
C -5.4200 2.3569 2.0143 0.00
Ge -3.6724 -1.4576 1.5896 0.54
C -4.2969 -3.1637 2.4140 0.08
C -4.5654 -3.2422 3.8112 0.02
C -4.9046 -4.4253 4.3582 0.00
C -4.8451 -5.6134 3.5586 0.03
C -4.4749 -5.5794 2.2335 0.00
C -4.2097 -4.3361 1.6711 0.03
C -4.5000 -1.7688 -0.1625 0.10
C -5.8981 -1.8806 -0.1319 0.02
C -6.6418 -1.7447 -1.2911 0.01
C -6.0559 -1.6149 -2.5162 0.00
C -4.6868 -1.6115 -2.5865 0.00
C -3.8884 -1.7264 -1.4070 0.01
H -7.3754 2.9203 2.7914 0.00
H -7.8024 0.7838 3.8029 0.00
H -6.3242 -1.1641 3.3591 0.00
H -3.4793 1.4963 1.6111 0.00
H -5.0447 3.3252 1.7313 0.00
H -4.5573 -2.3218 4.3798 0.00
H -5.2315 -4.5250 5.4208 0.00
H -4.8738 -6.5832 4.0833 0.00
H -4.3967 -6.5182 1.6312 0.00
H -3.8730 -4.1561 0.6066 0.00
H -6.5583 -1.8863 0.7313 0.00
H -7.7423 -1.8674 -1.2362 0.00
H -6.6028 -1.5032 -3.4304 0.00
H -4.1842 -1.6603 -3.5634 0.00
H -2.7952 -1.6986 -1.5042 0.00
C 0.8632 -1.6643 -3.1580 0.00
C 1.2999 -2.7248 -2.1927 0.00
C 1.0890 -4.1017 -2.4484 0.00
C 1.6666 -4.8451 -1.4113 0.00
C 2.3475 -3.8978 -0.6132 0.00
C 3.2698 -4.1598 0.5382 0.00
N 2.0779 -2.6097 -0.9815 0.00
H 1.0405 -2.0725 -4.1576 0.00
H 1.3828 -0.7073 -2.9733 0.00
H -0.2035 -1.4740 -2.9801 0.00
H 0.4662 -4.5578 -3.2193 0.00
H 1.5840 -5.9358 -1.2973 0.00
H 3.6576 -5.1942 0.6136 0.00
H 2.7752 -3.9680 1.4771 0.00
H 4.0955 -3.4158 0.4452 0.00
```

**Charge**: -2
**DFT total energy**: -209824.2911 eV
**Spin multiplicity**: 2
**<S²>**: 0.7536
**HOMO (alpha / beta)**: -1.531 / -1.530 eV
**LUMO level (alpha / beta)**: 3.835 / 2.663 eV
**Relative energy (zero: lowest compared OMol25 entry of this formula, charge and spin)**: 0.000 eV

=====

Question: What is the charge in the second record?
Answer: -2

=====

Question: Which of these has the highest charge?
Answer: C50H37CdClN11O4PS3